(1)
The following is a quantum chemistry calculation of a structure of composition C15H42O11S, from OMol25.

Results
total charge	0
gap between HOMO and LUMO	10.103	eV
E_tot	-49592.9398	eV

```
69
Properties=species:S:1:pos:R:3:mulliken_charge:R:1
C -2.51940 0.52429 3.09919 -0.582
O -3.32527 0.07945 2.01669 -0.411
C -2.54890 -0.46799 0.95086 0.055
C -3.39149 -0.55604 -0.30296 -0.893
C -3.62462 0.73202 -1.12378 -0.996
C -3.06499 2.06289 -0.60144 -0.338
C -1.65979 2.49039 -1.07535 -1.120
C -0.61935 1.41589 -1.39576 0.275
C 0.48482 1.92863 -2.32084 -1.108
C 1.50984 0.83968 -2.66072 -0.656
C 2.78986 0.92605 -1.80634 -1.003
C 3.40188 -0.41024 -1.34027 -0.263
C 3.77407 -0.42524 0.15853 -1.324
C 2.82406 -1.22649 1.05391 -0.430
C 3.01084 -2.74446 1.04770 0.086
C 3.90729 -3.35777 -0.04666 -0.496
O 3.36901 -4.69008 -0.21794 -0.416
S 1.79999 -4.49981 -0.28359 1.113
O 1.45335 -3.85959 -1.50798 -0.556
O 1.15541 -5.68615 0.14035 -0.593
O 1.73060 -3.42746 0.88779 -0.228
H -1.64898 -0.12836 3.22395 0.296
H -2.17443 1.55052 2.92630 0.230
H -3.12045 0.48711 4.00534 0.265
H -1.65411 0.14775 0.81257 0.098
H -2.22937 -1.47089 1.24822 0.326
H -4.35832 -0.94939 0.02551 0.475
H -2.96150 -1.32932 -0.94429 0.343
H -4.70389 0.85735 -1.23120 0.426
H -3.25865 0.58242 -2.14382 0.393
H -3.75395 2.83142 -0.95731 0.450
H -3.13024 2.11051 0.48801 0.213
H -1.21740 3.13447 -0.30842 0.285
H -1.78095 3.13083 -1.95476 0.339
H -0.17048 1.07477 -0.45537 -0.114
H -1.07170 0.54021 -1.87210 0.251
H 0.99626 2.77819 -1.85497 0.322
H 0.01585 2.31004 -3.23018 0.584
H 1.04805 -0.14512 -2.53571 0.385
H 1.78271 0.92508 -3.71342 0.311
H 3.53771 1.47928 -2.38070 0.261
H 2.58073 1.53571 -0.92184 0.436
H 4.29628 -0.64044 -1.92432 0.506
H 2.68281 -1.20690 -1.55790 0.201
H 4.80141 -0.77488 0.30543 0.429
H 3.75890 0.60148 0.52863 0.568
H 2.92367 -0.88800 2.08546 0.454
H 1.79269 -1.01300 0.76124 0.083
H 3.38470 -3.08693 2.01377 0.333
H 4.93808 -3.46847 0.27485 0.373
H 3.85790 -2.82715 -0.99357 0.376
O -5.38464 2.05992 2.23929 -0.677
H -6.21315 1.58655 2.12029 0.276
H -4.70714 1.45881 1.89158 0.414
O 1.06986 2.69100 -5.61004 -0.612
H 1.25972 1.87025 -6.07491 0.314
H 1.93496 3.04322 -5.37230 0.315
O -0.58999 -2.81601 2.63890 -0.484
H -0.23056 -3.45946 2.01622 0.232
H -1.37315 -3.24224 3.00468 0.266
O 3.58393 4.54738 -5.04253 -0.643
H 2.83346 5.09693 -4.79241 0.316
H 4.32484 5.15234 -5.14175 0.294
O 0.91390 -1.66683 5.19608 -0.643
H 0.21217 -1.18988 5.64990 0.299
H 0.45250 -2.23315 4.56383 0.333
O -4.23900 -0.37760 5.95530 -0.637
H -4.32517 0.23708 6.69096 0.309
H -5.14309 -0.55456 5.67614 0.314
```

---

(2)
The following is a quantum chemistry calculation of an isolated molecule of C3H4N2O, from OMol25.

Results
ΔE to the lowest compared entry with this formula, charge and spin	4.959	eV
total charge	0
gap between HOMO and LUMO	7.633	eV
E_tot	-8198.9269	eV

```
10
Properties=species:S:1:pos:R:3:mulliken_charge:R:1
O 1.06529 -1.36857 -0.26566 -0.462
C 0.96622 0.78577 0.52769 -0.583
C 0.33153 -0.57914 0.64082 0.031
N -1.05396 -0.38550 0.11840 0.193
N -1.14737 0.74414 -0.48364 -0.410
C 0.01279 1.42580 -0.28029 -0.127
H 1.19535 -0.83142 -1.06314 0.378
H 0.30432 -1.10187 1.59849 0.336
H -1.77645 -1.07839 -0.02737 0.235
H 0.10228 2.38917 -0.76529 0.409
```

---

(3)
The following is a quantum chemistry calculation of a cluster of 2 separate species, C6H16N2 in total, from OMol25.

Results
ΔE to the lowest compared entry with this formula, charge and spin	8.636	eV
total charge	0
gap between HOMO and LUMO	5.468	eV
E_tot	-9453.4388	eV

```
24
Properties=species:S:1:pos:R:3:mulliken_charge:R:1
N -0.93667 -1.95879 0.93606 -0.562
C -1.41001 -0.64581 1.10551 -0.631
C -1.27933 0.14214 -0.18309 -0.829
N -0.10200 1.00618 -0.60546 -0.067
C 0.20712 1.93268 0.49559 -1.111
C 1.75587 -0.50199 0.48637 -1.340
C 1.17396 0.11553 -0.79143 0.322
C 0.90044 -0.95197 -1.86643 -1.600
H -2.47102 1.43134 1.01198 0.241
H -1.75888 -2.51142 0.68556 0.252
H -2.51744 -0.69505 1.23914 0.451
H -1.01012 -0.03397 1.92387 0.285
H -1.63572 -0.36897 -1.08165 0.447
H -1.78145 1.20345 -0.15691 0.093
H 0.09773 1.53812 1.49792 0.278
H -0.58837 2.69458 0.41505 0.503
H 1.16944 2.38685 0.29374 0.378
H 1.17582 -0.62541 1.38263 0.370
H 2.03130 -1.50408 0.15837 0.419
H 2.66950 0.06645 0.68200 0.327
H 1.79531 0.89777 -1.23538 0.599
H 1.84733 -1.44776 -2.07905 0.496
H 0.11176 -1.62219 -1.49841 0.300
H 0.55542 -0.54770 -2.81599 0.378
```